Entry 1:
A structure of composition C8H14CdN4O5S4. Source: the Open Molecules 2025 dataset; level of theory: ωB97M-V/def2-TZVPD.

Last column: Mulliken charge in e.
Positions of all 36 atoms, in Å:
Cd (1.04, 0.62, -0.38)  1.341
O (-0.42, -2.36, 1.11)  -0.570
C (-1.20, -2.70, -0.02)  -0.859
C (-1.79, -1.51, -0.74)  -0.836
N (-0.85, -0.64, -1.45)  0.862
C (-0.06, -1.36, -2.43)  -0.942
C (1.15, -2.08, -1.78)  0.700
O (1.60, -3.07, -2.35)  -0.770
O (1.59, -1.56, -0.69)  -0.842
C (-1.56, 0.54, -1.92)  -0.738
C (-1.91, 1.46, -0.73)  0.541
O (-2.98, 2.06, -0.76)  -0.784
O (-1.04, 1.50, 0.20)  -0.643
H (0.45, -2.08, 0.78)  0.409
H (-2.04, -3.30, 0.35)  0.439
H (-0.63, -3.34, -0.70)  0.282
H (-2.32, -0.90, 0.00)  0.363
H (-2.55, -1.89, -1.46)  0.212
H (0.36, -0.64, -3.14)  0.427
H (-0.64, -2.10, -3.00)  0.211
H (-2.49, 0.29, -2.46)  0.234
H (-0.91, 1.10, -2.59)  0.370
N (-1.10, 0.28, 2.83)  -0.890
N (-0.09, 1.24, 3.01)  0.060
C (1.19, 0.96, 3.22)  0.403
N (2.00, 2.08, 3.37)  -0.633
S (1.79, -0.60, 3.31)  -0.455
H (-1.34, 0.34, 1.84)  0.441
H (-0.65, -0.62, 2.97)  0.291
H (-0.40, 2.19, 2.96)  0.243
H (1.82, 2.80, 2.68)  0.261
H (2.97, 1.81, 3.34)  0.280
S (3.68, 4.22, -1.82)  -0.422
C (2.77, 2.89, -1.37)  0.009
S (2.71, 2.39, 0.32)  -0.488
S (1.85, 1.94, -2.49)  -0.507

total charge = -2
max |F| = 0.20 eV Å⁻¹

Entry 2:
A cluster of 2 separate species, C8H14FN in total in a non-equilibrium geometry. Source: the Open Molecules 2025 dataset; level of theory: ωB97M-V/def2-TZVPD.

Last column: Mulliken charge in e.
Positions of all 24 atoms, in Å:
C (-0.43, 2.05, -0.76)  -0.979
C (-0.96, 0.67, -0.48)  0.473
C (-0.18, -0.33, -0.34)  0.098
C (0.25, -1.50, 0.07)  0.619
C (-2.49, 0.56, -0.38)  -1.229
C (0.46, -2.51, -1.04)  -1.313
C (0.82, -1.71, 1.44)  -1.417
C (2.80, 0.78, 1.10)  -0.445
N (2.73, 1.37, -0.01)  -0.187
F (3.84, 1.04, -0.84)  -0.229
H (0.59, 2.08, -0.39)  0.226
H (-0.40, 2.32, -1.83)  0.244
H (-2.94, 1.51, -0.29)  0.383
H (-2.88, 0.13, -1.28)  0.293
H (-2.71, -0.17, 0.48)  0.286
H (1.40, -3.08, -1.10)  0.367
H (-0.44, -3.21, -1.00)  0.262
H (0.39, -2.01, -2.01)  0.385
H (0.26, -1.33, 2.20)  0.399
H (1.80, -1.30, 1.57)  0.144
H (0.88, -2.76, 1.56)  0.467
H (2.06, 0.96, 1.85)  0.407
H (3.48, 0.00, 1.49)  0.390
H (-0.95, 2.78, -0.04)  0.355

SMILES string = CC(C)=C=C(C)C.C=NF
total charge = 0
max |F| = 3.07 eV Å⁻¹

Entry 3:
The molecule C8H14FN5. Source: the Open Molecules 2025 dataset; level of theory: ωB97M-V/def2-TZVPD.

Last column: Mulliken charge in e.
Positions of all 28 atoms, in Å:
C (-2.93, 1.38, -2.44)  -1.241
C (-2.73, -0.10, -2.11)  -0.449
C (-1.84, -0.31, -0.89)  -0.487
C (-1.68, -1.79, -0.55)  -0.647
N (-1.15, -2.00, 0.82)  -0.250
C (-0.05, -1.21, 1.16)  0.317
N (-0.29, -0.03, 1.74)  -0.130
N (0.74, 0.71, 2.04)  -0.360
C (1.96, 0.24, 1.79)  0.396
C (3.15, 1.09, 2.15)  -0.244
C (4.16, 1.16, 1.02)  -0.353
F (4.97, 2.27, 1.22)  -0.303
N (2.20, -0.95, 1.24)  -0.253
N (1.17, -1.68, 0.90)  -0.415
H (-3.80, 1.53, -3.07)  0.361
H (-2.06, 1.78, -2.96)  0.304
H (-3.06, 1.97, -1.53)  0.329
H (-3.70, -0.58, -1.93)  0.366
H (-2.29, -0.61, -2.97)  0.303
H (-0.85, 0.13, -1.09)  0.268
H (-2.25, 0.21, -0.03)  0.369
H (-2.66, -2.27, -0.59)  0.392
H (-1.03, -2.28, -1.29)  0.316
H (-0.87, -2.97, 0.92)  0.309
H (2.79, 2.09, 2.38)  0.298
H (3.62, 0.67, 3.04)  0.235
H (3.67, 1.27, 0.05)  0.318
H (4.81, 0.28, 0.98)  0.249

SMILES string = CCCCNc1nnc(CCF)nn1
total charge = 0
max |F| = 0.29 eV Å⁻¹

Entry 4:
The molecule C8H14IN in a non-equilibrium geometry. Source: the Open Molecules 2025 dataset; level of theory: ωB97M-V/def2-TZVPD.

Last column: Mulliken charge in e.
Positions of all 24 atoms, in Å:
C (0.29, -1.56, -1.19)  -0.755
C (0.49, -0.20, -0.92)  -0.217
C (-0.75, -2.58, -0.92)  0.433
C (-0.03, 0.65, 0.03)  -0.440
C (-0.32, -3.40, 0.33)  -1.176
C (-0.71, 2.90, 0.82)  -1.640
C (1.70, 2.19, 0.89)  -1.356
C (0.38, 2.08, 0.12)  0.715
N (-2.15, -2.39, -0.80)  -0.619
I (-2.91, -0.61, -1.24)  0.128
H (1.10, -1.99, -1.78)  0.323
H (1.27, 0.24, -1.53)  0.257
H (-0.66, -3.29, -1.77)  0.285
H (-0.71, 0.28, 0.78)  0.512
H (-1.01, -4.23, 0.45)  0.367
H (-0.37, -2.76, 1.20)  0.291
H (0.69, -3.78, 0.20)  0.355
H (-1.66, 2.78, 0.31)  0.352
H (-0.44, 3.96, 0.82)  0.420
H (-0.82, 2.58, 1.85)  0.357
H (2.01, 3.23, 0.96)  0.386
H (2.49, 1.63, 0.39)  0.361
H (1.58, 1.80, 1.90)  0.347
H (0.54, 2.47, -0.89)  0.314

total charge = 0
max |F| = 1.13 eV Å⁻¹

Calculated energy relative to the best compared isomer or geometry (same formula, charge and spin) in order - 55.4, 288.2, 0.0, 120.5 kJ/mol